1.
55
Properties=species:S:1:pos:R:3 method="wB97M-V/def2-TZVPD" homo_energy_ev=-7.7 de_lowest_kcal_mol=12.8 orbital_gap_ev=8.215 smiles="CCCNC(=O)CCc1c(C)nc2c(c(C)nn2-c2ccc(C)cc2)c1C" total_energy_ev=-31277.86048
H -2.910 -0.490 0.722
H -0.618 -3.179 -1.271
C 6.935 1.355 0.387
H -2.035 -2.151 -1.054
H 1.481 -4.333 -1.049
H 8.073 3.078 0.963
C 2.072 -0.278 -0.305
C -6.497 1.158 0.773
C -2.792 0.505 0.290
H -0.347 2.786 -1.869
H -8.407 0.658 -0.051
H 0.842 3.221 -0.636
H 7.801 -0.580 0.677
H -4.955 -0.103 1.458
H -6.458 2.096 0.214
H -1.184 -2.795 0.350
N 3.332 -0.731 -0.056
H -6.859 1.359 1.787
N -5.138 0.673 0.844
C 0.382 1.159 -0.686
H 1.028 -4.175 0.652
H -7.040 -0.033 -0.929
C -7.435 0.176 0.067
C 1.810 -3.967 -0.077
C -7.608 -1.129 0.837
H -7.963 -0.932 1.847
N 3.326 -2.076 0.043
C 6.891 -0.030 0.484
C 5.750 2.038 0.139
H 5.666 -1.792 0.412
O -4.312 2.081 -0.709
H -2.241 1.120 1.008
H 5.764 3.115 0.061
H -2.470 -0.292 -1.687
H -6.668 -1.674 0.900
C -0.019 2.593 -0.848
H 8.932 1.540 1.143
C 1.225 -1.411 -0.369
C 2.104 -2.511 -0.135
H 2.715 -4.496 0.207
H 8.686 2.236 -0.457
C -2.006 0.442 -1.026
C 4.524 -0.020 0.089
C -0.560 0.105 -0.783
H -8.333 -1.768 0.339
H -0.830 2.860 -0.175
C -0.142 -1.210 -0.613
H 3.635 1.901 -0.203
H -2.099 1.411 -1.514
C 5.703 -0.718 0.337
N 1.668 0.977 -0.453
C -4.145 1.167 0.071
C -1.056 -2.396 -0.657
C 4.551 1.367 -0.011
C 8.231 2.095 0.524



2.
167
Properties=species:S:1:pos:R:3 method="wB97M-V/def2-TZVPD" homo_energy_ev=-9.3 orbital_gap_ev=9.544 total_energy_ev=-261959.41414
C 2.588 -0.883 2.629
O -4.387 5.418 -4.584
O -2.779 -2.995 4.667
O 9.130 0.464 4.983
H 6.214 3.615 4.175
H -5.061 3.492 -4.729
H 2.921 0.174 2.824
H -1.829 8.768 -6.021
C -5.190 2.017 2.555
O -3.266 -1.542 -0.453
H 3.254 5.259 -3.823
H 5.357 2.279 6.412
H 4.402 -0.891 0.412
H -3.585 1.750 0.580
C -4.365 6.531 -3.612
H -4.276 7.833 -5.127
C -2.516 -5.799 -2.690
C 3.151 5.508 -2.765
O 4.281 5.155 -2.046
H -5.493 2.999 2.140
C 5.934 1.096 0.659
O -9.330 -0.731 2.807
O -2.348 7.496 -4.412
H 1.028 -0.872 -0.879
H -0.651 0.294 -1.384
C 6.275 2.538 0.500
H -2.489 7.137 -6.432
H -2.127 -2.411 1.129
H -5.991 2.393 4.413
C 5.201 -0.843 -0.323
H 1.841 -8.578 -5.312
H -4.160 2.633 -2.512
H -3.388 0.048 4.430
H 1.388 -5.930 -2.081
H -7.964 0.262 4.777
H 5.584 -8.071 -6.793
H 5.306 -0.748 7.148
H -2.880 -0.646 -2.191
H 0.625 1.129 2.462
H -2.431 -3.385 -0.384
C 0.804 -2.833 -3.995
O 5.504 0.500 -0.539
H 4.339 6.401 -0.304
H -5.644 4.276 -3.375
Cl -2.913 -7.610 -2.626
H 1.886 -1.198 3.444
H 1.007 -2.159 -4.824
O 6.751 0.807 5.821
H 7.038 2.691 -0.289
Cl 3.126 -0.313 6.259
H 5.021 1.121 1.381
H -1.936 0.625 -0.186
C 0.081 2.927 5.871
C -4.613 1.390 0.359
H 6.090 -1.457 -0.081
S -1.344 -2.386 4.246
H 1.663 -2.697 -3.360
C -1.568 2.516 -3.519
O 4.177 -7.762 -5.417
H -8.639 1.918 4.838
H 0.808 -2.342 1.772
C 4.305 -0.668 7.561
H -11.059 -0.369 1.602
O -0.747 -3.316 3.350
C -2.832 -2.643 0.312
H -4.616 -2.280 5.256
H 6.139 -7.734 -5.102
H 3.805 -9.308 -4.082
C -6.141 1.622 3.654
H -5.198 2.221 -0.012
H 2.128 -2.747 0.504
Cl 2.137 -7.503 -0.566
O -2.808 2.816 -4.106
C -4.705 4.170 -3.954
H -3.853 8.694 -3.678
H -0.100 -2.492 -3.485
C -3.715 7.702 -4.228
H -0.858 2.109 -4.281
H -1.626 1.795 -2.699
Cl 0.140 -5.317 -0.165
C 2.725 1.639 -1.823
C 0.471 -1.590 -0.209
O 5.078 3.279 0.247
H 2.687 -6.253 -5.905
O 2.135 -0.909 1.276
H 6.737 0.504 1.109
C -3.627 -1.904 5.024
O -5.205 1.019 1.568
C 4.195 5.344 -0.648
C -8.431 1.076 4.183
H 2.808 -4.483 -4.509
O -2.055 -1.235 3.462
Cl 2.337 2.341 1.592
C 1.383 -2.039 0.882
Cl 2.851 0.407 -3.108
C -10.275 -1.154 1.861
H 2.897 6.626 -2.745
C -9.600 0.478 3.418
H -4.048 -0.965 3.010
H 5.489 5.125 1.028
H 3.237 4.905 -0.282
H 0.396 1.195 0.712
H -4.399 0.584 -0.314
H 1.964 -4.052 -5.999
O -0.574 -1.803 5.300
H -1.851 -5.615 -1.872
H 3.521 -1.445 2.709
H 4.042 -1.646 7.911
H -0.839 7.306 -5.724
Cl 4.207 0.345 8.928
C 1.730 -6.030 -5.420
H -2.129 -5.568 -3.684
H -3.047 4.100 -2.544
S 7.774 0.555 4.609
H 1.679 -8.742 -3.542
H 4.824 -1.323 -1.242
H 5.313 2.027 4.000
H -10.755 -2.082 2.206
H 6.695 2.847 1.423
C -1.849 7.703 -5.692
H -9.785 1.261 2.612
O 1.653 -6.841 -4.192
H 5.444 -9.304 -5.450
C -3.672 3.434 -3.194
H -5.841 0.648 4.112
H 7.157 2.753 6.276
Cl 1.159 2.487 -2.070
C 1.874 -4.607 -5.036
H -10.575 0.470 3.991
H 0.104 -2.514 -0.709
C -1.378 -0.187 -0.717
H -9.725 -1.463 0.956
C 6.232 2.510 4.376
C 0.881 -6.493 -1.298
H 2.282 4.948 -2.413
H 6.278 4.756 -0.574
C 2.094 -8.140 -4.333
C -2.291 -1.111 -1.414
Cl -3.996 -4.797 -2.305
H 3.919 -7.678 -3.372
Cl -0.338 1.452 4.968
C 5.347 4.616 0.037
H -0.798 3.531 5.888
H 0.307 2.646 6.923
C 5.448 -8.246 -5.750
O 0.709 -4.198 -4.327
C 3.618 -8.237 -4.238
C 0.642 1.794 1.607
H 3.571 2.315 -2.021
H -3.699 -3.144 0.828
H -3.225 -1.481 5.936
H -5.378 6.775 -3.301
H 0.081 -7.114 -1.740
O 7.293 -0.501 3.765
H -1.770 -1.955 -1.904
O 7.492 1.983 3.949
H 2.686 1.222 -0.847
H -3.771 6.259 -2.727
H -4.202 2.239 2.977
C -3.394 -0.895 3.906
O -0.525 -0.753 0.319
Cl 1.356 3.806 5.070
Cl -0.462 3.139 1.965
O -7.444 1.467 3.223
C 6.330 2.221 5.824
H 0.884 -6.206 -6.087
H -1.076 3.438 -3.189



3.
75
Properties=species:S:1:pos:R:3 method="wB97M-V/def2-TZVPD" homo_energy_ev="-2.9 / -4.3" charge=-1 de_lowest_kcal_mol=5.5 orbital_gap_ev="5.539 / 6.901" spin_multiplicity=4 total_energy_ev=-123781.95737
C 0.147 -0.990 -4.454
H 2.454 0.958 -5.889
H -1.108 0.564 3.577
H 1.350 2.077 -5.074
H 1.263 1.870 1.909
H 3.508 -2.503 5.199
H -3.010 -2.922 1.954
N -0.642 1.092 1.574
C 0.239 2.232 1.846
C -0.882 -3.313 -0.676
O -0.369 3.687 -1.233
C 3.302 -1.520 3.299
C -3.390 -4.167 0.269
C 0.488 -2.681 2.010
H -2.179 2.732 3.001
C 0.287 4.535 -3.376
H 3.483 -0.394 6.498
H 0.032 -0.737 -5.513
C -0.373 3.535 -2.444
C 3.296 0.844 4.748
H -1.243 1.672 -2.495
H 4.106 -0.821 -3.190
H -3.498 -5.329 -1.534
C 3.401 -0.370 5.417
H -0.301 4.678 -4.284
H 3.304 1.772 5.307
H 0.045 -3.449 2.655
H 0.165 2.939 1.019
H -0.759 -0.702 -3.913
N -0.573 -1.916 1.323
C 2.181 1.382 -4.917
H 0.416 -0.061 2.936
C 3.189 0.872 3.360
C -2.596 1.066 0.076
Te 3.110 -0.224 0.476
H -2.309 -0.899 1.890
H -4.354 -4.487 0.645
C -1.338 -1.148 2.311
H 1.904 1.600 -1.755
C -0.629 0.137 2.683
H -1.286 -4.560 -2.355
C -4.570 2.363 0.652
H -1.510 -1.738 3.220
H 0.261 -2.068 -4.344
N -0.960 2.477 -3.063
H 1.130 -3.151 1.269
C -3.950 2.811 1.813
C 3.238 -1.298 -3.652
H 1.276 4.163 -3.660
H -0.011 2.737 2.789
C -1.385 -2.838 0.549
H 3.036 1.952 -4.538
H 2.981 -2.185 -3.067
S -1.847 -0.043 -1.065
H 0.407 5.483 -2.858
Ge 1.703 -0.083 -3.681
H -4.373 1.151 -1.108
H -5.572 2.692 0.406
C -1.980 1.520 1.244
C 1.406 0.637 -1.897
Re 0.531 -0.282 -0.452
S 0.680 -2.796 -1.282
C -1.669 -4.210 -1.404
H 3.330 -2.447 2.738
H 3.128 1.824 2.845
C 3.411 -1.552 4.687
H 1.093 -2.009 2.615
C -3.898 1.503 -0.200
C -2.909 -4.634 -0.944
C -2.664 2.382 2.096
C 3.173 -0.309 2.614
H -0.737 2.284 -4.023
H 3.496 -1.602 -4.670
H -4.455 3.492 2.487
C -2.622 -3.276 1.008



4.
18
Properties=species:S:1:pos:R:3 method="wB97M-V/def2-TZVPD" homo_energy_ev=-9.6 de_lowest_kcal_mol=26.6 orbital_gap_ev=10.418 smiles=C[C@H](O)[C@@H](N)CO total_energy_ev=-9911.08992
C -0.279 0.880 -2.036
H -1.095 1.444 -2.497
C -0.301 -1.020 1.364
H -0.654 -0.157 1.931
H -1.597 -0.397 -0.863
H 1.465 0.807 1.112
H 0.640 -1.341 -0.535
C -0.761 0.298 -0.735
N 1.506 0.352 0.216
O -1.258 1.333 0.129
H -0.677 2.092 -0.050
H -1.184 -1.593 1.069
H 0.364 -1.961 2.935
C 0.293 -0.496 0.061
H 0.073 0.155 -2.764
H 2.272 -0.287 0.392
O 0.702 -1.720 2.066
H 0.493 1.612 -1.797



5.
66
Properties=species:S:1:pos:R:3 method="wB97M-V/def2-TZVPD" homo_energy_ev=-8.4 de_lowest_kcal_mol=0.0 orbital_gap_ev=8.823 smiles="CCCCN(C(=O)c1ccccc1OCc1ccc(F)cc1)c1c(N)n(CC(C)C)c(=O)[nH]c1=O" total_energy_ev=-44335.50335
H -2.681 0.841 -2.460
H -1.329 -2.959 3.705
H 1.349 3.467 1.054
C 2.005 4.766 -1.282
C 4.213 -2.494 -0.382
H 0.820 1.373 -1.684
H -6.139 -1.475 -2.541
C -3.183 0.019 -1.937
H -4.413 1.340 -0.770
N -0.116 1.034 -1.538
H 2.423 5.251 -0.404
C -0.687 2.443 1.772
C 1.898 -2.434 -1.392
O -2.421 -2.612 -1.495
H 2.122 -2.439 1.248
N -1.787 1.704 2.089
H -1.273 4.519 -0.196
C 0.482 -2.729 2.588
H -2.181 1.876 3.007
H 6.193 -2.427 0.457
O 0.722 -1.768 -0.963
H -4.819 -0.900 0.159
C -5.678 -1.788 -1.606
H 1.815 5.526 -2.035
H 1.125 -2.981 3.417
C -1.151 -2.065 0.452
C 1.049 -2.425 1.361
C 5.383 -1.871 0.013
N -2.321 -0.440 -0.860
O -0.210 3.259 2.526
H -5.107 0.853 -2.320
C -2.033 -1.758 -0.724
H -6.369 -2.451 -1.090
H -0.511 5.810 -1.121
C 3.338 -0.396 -1.136
H 0.309 3.564 -1.821
H -0.311 0.128 -1.940
C 4.494 0.248 -0.737
C -2.421 0.717 1.326
H 2.542 0.161 -1.607
H 2.745 4.073 -1.678
O -3.382 0.132 1.779
H -2.778 -2.369 1.792
H 4.106 -3.560 -0.245
C -1.706 -2.385 1.680
C 1.018 2.971 0.137
C 0.711 4.042 -0.921
H 1.821 2.304 -0.194
F 6.636 0.112 0.225
N -0.145 2.185 0.516
C 3.179 -1.764 -0.955
H -3.298 -0.824 -2.620
C 0.237 -2.095 0.286
C -0.678 1.232 -0.314
H 1.839 -2.420 -2.487
H 0.012 5.477 0.534
C -5.364 -0.581 -0.730
H 1.883 -3.477 -1.058
H -4.778 -2.353 -1.829
C -4.552 0.496 -1.449
C -0.330 5.024 -0.393
C -1.800 0.522 0.046
C -0.891 -2.713 2.750
H 4.627 1.310 -0.869
H -6.299 -0.126 -0.393
C 5.503 -0.504 -0.164



6.
19
Properties=species:S:1:pos:R:3 method="wB97M-V/def2-TZVPD" homo_energy_ev=-9.8 de_lowest_kcal_mol=16.7 orbital_gap_ev=10.551 smiles=CC[C@@H](O)CCO total_energy_ev=-9474.41037
H -1.591 1.362 -0.446
H -0.127 -0.285 1.168
H -2.712 -1.152 0.917
C -0.210 -0.227 0.064
C 2.278 0.326 0.005
H -1.874 -0.179 -1.255
H 2.301 0.170 1.095
H -3.653 0.284 0.466
H 3.435 -1.229 -0.294
H -2.409 0.396 1.721
H 3.000 1.119 -0.239
C -1.613 0.276 -0.293
H 0.829 0.824 -1.509
C -2.659 -0.070 0.761
O 2.621 -0.880 -0.675
O -0.060 -1.521 -0.490
H 0.675 1.729 0.005
H 0.893 -1.681 -0.584
C 0.877 0.736 -0.417



7.
17
Properties=species:S:1:pos:R:3 method="wB97M-V/def2-TZVPD" homo_energy_ev=-9.1 de_lowest_kcal_mol=37.4 orbital_gap_ev=10.130 total_energy_ev=-8429.61858
H -1.555 1.076 -1.693
H -2.474 -0.910 0.751
C -0.404 -0.839 -1.309
C 2.059 0.189 0.421
C -0.570 -0.159 0.032
H 0.571 -1.229 -1.600
H 2.197 -0.207 1.432
H 2.785 0.995 0.267
C -0.681 0.623 -1.238
H -1.144 -1.075 1.910
C 0.663 0.742 0.251
C -1.566 -0.428 1.130
H -1.861 0.518 1.606
H 2.278 -0.602 -0.302
O 0.485 1.394 -1.031
H 0.438 1.471 1.041
H -1.253 -1.368 -1.730



8.
47
Properties=species:S:1:pos:R:3 method="wB97M-V/def2-TZVPD" homo_energy_ev=-10.9 charge=+1 de_lowest_kcal_mol=17.6 orbital_gap_ev=5.487 total_energy_ev=-21507.73602
H 2.698 -0.704 -2.377
H -1.619 -4.349 3.719
N -2.003 -2.795 2.377
N -0.380 -0.997 2.617
H 5.065 1.778 -1.391
H 1.395 0.000 2.143
H -2.239 -3.440 0.387
H -0.729 -0.623 -2.966
H -0.475 -1.056 -1.241
C -1.010 1.805 -1.214
H -3.023 1.914 -1.847
H 4.949 0.252 -2.268
H -2.580 0.375 -1.113
H 0.207 -0.143 0.817
H -3.641 -3.817 1.433
H -3.142 -3.482 3.998
C 1.172 2.839 -1.997
H -2.753 -1.234 0.562
H -0.028 1.047 2.105
H 0.652 -1.634 -2.521
H 1.518 4.934 -2.213
C -2.083 -3.347 3.716
H -1.197 2.533 -0.428
C -2.544 -3.733 1.394
H -2.183 -4.750 1.613
C 4.619 1.290 -2.263
H -0.487 -1.769 4.588
H 5.034 1.785 -3.148
C 0.333 0.032 1.882
C -0.093 -0.919 4.026
C 2.538 2.655 -2.178
C 0.298 1.709 -1.732
C 0.663 4.237 -2.199
H -0.473 0.035 4.446
H 0.187 4.344 -3.191
H -2.039 0.767 -2.761
H -0.053 4.552 -1.427
H -1.590 -2.703 4.439
N -1.815 -0.954 0.864
C -1.456 -1.567 1.974
C 2.272 0.292 -2.222
C 3.132 1.393 -2.194
H 1.005 -0.905 4.120
C 0.892 0.436 -2.050
H 3.189 3.521 -2.333
C -2.214 1.180 -1.761
C 0.034 -0.783 -2.186